<one>
17
Properties=species:S:1:pos:R:3:lowdin_charge:R:1 method="wB97M-V/def2-TZVPD" homo_lumo_gap_ev=5.36 charge=-1 homo_energy_ev=-2.364
S 2.722 0.734 0.287 0.032
S -3.043 0.347 0.863 0.690
C 3.081 -1.028 -1.834 -0.270
C -1.271 0.628 0.963 -0.444
C 1.989 -0.375 -0.984 -0.868
C -3.094 -1.101 -0.240 -0.438
H -0.815 0.552 -0.018 0.020
H -1.174 1.672 1.259 0.026
H 3.715 -0.294 -2.329 0.040
H 1.333 0.204 -1.641 0.013
H 3.726 -1.551 -1.121 0.038
H 1.363 -1.165 -0.554 0.020
H -2.173 -1.181 -0.819 0.028
H -0.810 -0.030 1.691 0.033
H 2.651 -1.710 -2.580 0.044
H -3.873 -1.059 -0.996 0.019
H -3.133 -1.999 0.372 0.017

***

<two>
17
Properties=species:S:1:pos:R:3:lowdin_charge:R:1 method="wB97M-V/def2-TZVPD" homo_lumo_gap_ev=5.32 charge=-1 homo_energy_ev=-2.299
S 0.499 1.585 1.684 0.041
S -0.821 -3.040 -1.564 0.686
C 0.210 -1.738 -0.808 -0.414
C 0.791 3.331 1.201 -0.843
C 2.025 3.388 0.305 -0.279
C -2.452 -2.643 -0.890 -0.448
H -2.278 -1.918 -0.097 0.027
H -0.047 3.595 0.544 0.010
H -0.451 -1.023 -0.327 0.005
H 0.735 -1.253 -1.624 0.020
H 0.730 4.048 2.021 0.022
H 0.906 -2.152 -0.090 0.026
H 1.839 2.960 -0.669 0.039
H 2.367 4.430 0.173 0.044
H -2.969 -3.504 -0.487 0.013
H -3.129 -2.209 -1.628 0.022
H 2.845 2.830 0.754 0.030

***

It is <one> that is most stable; the runner-up trails by 3.5 kcal/mol.

***

<one>
58
Properties=species:S:1:pos:R:3:lowdin_charge:R:1 method="wB97M-V/def2-TZVPD" smiles="COc1ccc(N)c(C(=O)NCCC2(O)CN(C(=O)C3(N(C)C)CCC3)C2)c1" homo_lumo_gap_ev=8.09 homo_energy_ev=-7.591
O -3.924 -1.779 -0.973 0.052
O -0.205 -2.287 -5.512 -0.092
O -2.490 1.744 2.318 0.022
O 2.471 3.480 2.157 0.080
N -5.320 -1.794 -3.358 0.113
N 0.706 2.139 2.478 -0.001
N -2.037 -0.565 -1.184 0.072
N 2.378 0.555 4.038 -0.199
C -2.891 -1.720 -3.128 -0.077
C -0.112 0.928 2.526 -0.040
C -3.009 -1.370 -1.679 -0.421
C 4.421 1.615 2.796 -0.096
C -0.333 2.975 1.886 -0.026
C 2.938 -0.747 4.354 -0.086
C -1.207 1.701 1.739 -0.467
C 2.476 1.443 5.188 -0.071
C -1.373 1.248 0.303 -0.109
C -1.490 -2.178 -5.053 -0.285
C 2.928 1.200 2.853 -0.383
C 4.441 1.189 1.314 -0.134
C 2.034 2.388 2.478 -0.417
C -4.050 -1.945 -3.894 -0.265
C -2.038 -0.114 0.195 -0.157
C -1.637 -1.850 -3.715 0.039
C -0.039 -2.637 -6.870 -0.094
C -3.882 -2.259 -5.241 -0.024
C 3.157 0.367 1.560 -0.087
C -2.629 -2.377 -5.821 -0.021
H -1.962 1.994 -0.237 0.137
H -0.479 -3.614 -7.088 0.094
H 2.001 2.400 4.969 0.090
H 5.311 0.637 0.964 0.101
H 4.023 -0.727 4.537 0.087
H -1.383 -0.155 -1.829 0.127
H 5.030 0.955 3.414 0.106
H -4.763 -2.419 -5.853 0.112
H -1.523 -0.842 0.831 0.130
H -0.029 3.469 0.962 0.129
H -6.052 -2.253 -3.872 0.089
H 0.320 0.058 2.031 0.115
H 2.458 -1.116 5.260 0.086
H 3.518 1.640 5.481 0.093
H -0.743 3.718 2.574 0.131
H 4.643 2.654 3.024 0.110
H -5.363 -1.936 -2.359 0.070
H -0.377 1.222 -0.154 0.128
H 2.732 -1.464 3.562 0.076
H 1.963 0.993 6.038 0.086
H -3.069 -0.067 0.539 0.125
H 4.262 2.038 0.657 0.108
H -0.405 0.646 3.539 0.126
H 2.372 0.399 0.802 0.106
H 3.389 -0.672 1.782 0.100
H -2.560 -2.632 -6.869 0.103
H 1.033 -2.680 -7.044 0.090
H -0.737 -1.735 -3.123 0.125
H -2.414 2.022 3.237 0.103
H -0.481 -1.887 -7.533 0.093

***

<two>
58
Properties=species:S:1:pos:R:3:lowdin_charge:R:1 method="wB97M-V/def2-TZVPD" smiles="COc1ccc(N)c(C(=O)NCCC2(O)CN(C(=O)C3(N(C)C)CCC3)C2)c1" homo_lumo_gap_ev=8.31 homo_energy_ev=-7.672
O -0.031 1.376 -0.358 0.035
O 2.761 -3.196 -1.016 0.081
O 0.425 -2.016 3.561 0.016
O -0.128 6.437 2.630 -0.091
N -1.020 3.400 -1.955 0.113
N 1.183 -3.098 0.576 0.003
N -0.548 -4.290 -1.225 -0.200
N -0.939 1.568 1.713 0.084
C -0.004 -5.638 -1.153 -0.073
C -1.818 -4.290 -1.926 -0.088
C 1.044 -3.560 -3.162 -0.098
C 0.454 -3.367 -1.741 -0.379
C 1.999 -2.522 1.644 -0.026
C 0.671 -0.367 1.875 -0.109
C 0.719 -1.845 2.193 -0.469
C -0.091 -2.693 1.174 -0.040
C -0.150 7.847 2.563 -0.093
C 0.032 -1.926 -2.162 -0.079
C -0.834 5.552 -0.878 -0.023
C 1.033 -2.028 -3.334 -0.133
C -0.680 0.232 2.247 -0.137
C -0.315 4.373 1.547 0.040
C -0.363 5.756 1.468 -0.284
C -0.456 2.080 0.554 -0.412
C -0.774 4.162 -0.822 -0.264
C 1.580 -3.229 -0.712 -0.413
C -0.527 3.571 0.431 -0.076
C -0.634 6.346 0.241 -0.019
H -0.713 -6.291 -0.642 0.085
H 0.699 -1.636 -4.293 0.100
H -0.903 3.893 -2.825 0.090
H -0.995 -1.898 -2.523 0.103
H 0.170 -1.123 -1.438 0.096
H -1.471 -0.445 1.906 0.125
H -1.132 8.217 2.252 0.094
H -0.632 -3.532 1.618 0.127
H 2.004 -4.065 -3.224 0.109
H 0.611 8.227 1.876 0.094
H -2.466 -5.036 -1.464 0.085
H -1.041 6.028 -1.830 0.112
H -0.770 0.294 3.330 0.125
H -0.682 7.420 0.135 0.103
H -1.732 -4.542 -2.995 0.087
H 0.200 -6.065 -2.147 0.092
H -0.762 -2.147 0.513 0.115
H 2.423 -3.274 2.315 0.129
H 1.473 0.145 2.417 0.139
H 0.863 -0.242 0.812 0.105
H 1.998 -1.596 -3.081 0.108
H 2.792 -1.864 1.288 0.129
H -1.314 2.239 2.360 0.124
H -0.067 3.932 2.505 0.127
H 0.318 -4.046 -3.816 0.106
H 0.064 8.203 3.567 0.091
H 0.928 -5.639 -0.587 0.090
H 0.452 -2.954 3.773 0.100
H -2.314 -3.326 -1.837 0.077
H -0.588 2.488 -1.937 0.069

***

It is <one> that is most stable; the runner-up trails by 1.4 kcal/mol.

***

<one>
21
Properties=species:S:1:pos:R:3:lowdin_charge:R:1 method="wB97M-V/def2-TZVPD" smiles=CCCCSC.O homo_lumo_gap_ev=9.09 homo_energy_ev=-8.345
S 0.383 -0.542 -0.783 0.797
O -3.496 -1.994 -2.337 -0.046
C 0.858 -0.282 2.808 -0.119
C -0.628 0.627 0.060 -0.545
C 0.188 1.612 0.986 -0.236
C 1.276 0.922 1.918 -0.262
C 1.652 0.499 -1.569 -0.379
H -1.306 1.093 -0.629 0.053
H 2.487 -0.069 -1.788 -0.006
H -4.394 -2.229 -2.434 0.004
H 1.610 1.706 2.468 0.052
H 1.700 -0.437 3.528 0.068
H -1.333 0.078 0.699 0.069
H 2.061 1.141 -0.723 0.044
H 2.127 0.578 1.280 0.093
H -0.009 -0.231 3.564 0.094
H 0.871 -1.218 2.275 0.042
H -0.361 2.275 1.731 0.125
H 0.662 2.184 0.206 0.063
H 1.192 0.809 -2.535 0.051
H -3.552 -1.334 -1.628 0.038

***

<two>
21
Properties=species:S:1:pos:R:3:lowdin_charge:R:1 method="wB97M-V/def2-TZVPD" smiles=CCCCSC.O homo_lumo_gap_ev=9.23 homo_energy_ev=-8.440
S 1.055 1.734 0.544 0.776
O 2.210 -0.707 -3.475 -0.066
C -1.119 -0.779 -1.156 -0.117
C -1.137 0.071 1.259 -0.280
C -1.076 -1.167 0.322 -0.222
C 1.849 0.643 1.732 -0.446
C -0.794 1.437 0.735 -0.459
H 1.884 -0.414 -4.343 0.043
H -1.014 1.694 -0.300 0.044
H 2.917 0.678 1.533 0.029
H 1.463 -0.450 -2.919 0.010
H -2.003 -1.692 0.516 0.097
H -0.443 0.009 -1.448 0.033
H -0.188 -1.740 0.569 0.096
H -0.817 -1.617 -1.787 0.076
H -2.152 0.102 1.659 0.104
H -1.127 2.219 1.401 0.060
H 1.652 0.900 2.773 0.036
H 1.543 -0.399 1.604 0.022
H -2.109 -0.458 -1.418 0.073
H -0.594 -0.064 2.198 0.091

***

It is <two> that is most stable; the runner-up trails by 19.3 kcal/mol.

***

<one>
34
Properties=species:S:1:pos:R:3:lowdin_charge:R:1 method="wB97M-V/def2-TZVPD" homo_lumo_gap_ev=10.66 charge=+1 homo_energy_ev=-13.455
O 0.980 0.843 3.083 -0.058
O -2.227 1.457 2.901 -0.045
O 0.783 -2.822 2.586 -0.063
O -1.162 1.941 -2.248 -0.022
O -2.378 0.036 0.509 -0.060
O 1.540 0.749 -3.166 -0.026
O -1.323 -3.457 -0.594 -0.050
O -1.224 0.153 -4.126 0.148
O 3.484 0.055 2.231 -0.048
O -0.408 -1.033 -2.057 0.019
O 0.509 1.858 0.209 -0.017
H -0.933 -1.808 -1.781 0.076
H -1.366 1.326 3.317 0.028
H -1.789 2.540 -1.925 0.042
H 1.783 1.105 3.555 0.047
H 0.157 2.494 0.805 0.045
H 4.442 -0.053 2.344 0.067
H 2.336 1.261 -3.250 0.052
H -2.895 0.831 0.585 0.016
H 1.211 0.484 2.222 0.000
H 1.761 0.027 -2.573 0.041
H -0.842 -4.199 -0.969 0.047
H -0.787 -0.324 -3.235 0.089
H -0.702 0.874 -4.524 0.137
H 1.484 -2.322 3.033 0.017
H 1.389 -3.579 2.442 0.051
H -2.574 2.335 3.078 0.055
H 3.189 -0.849 2.337 0.025
H 1.456 1.783 0.260 0.048
H -1.920 0.125 1.354 0.005
H -0.173 -0.555 -1.252 0.080
H -1.643 -4.024 0.135 0.072
H -0.363 1.931 -1.702 0.026
H -1.794 0.820 -3.582 0.157

***

<two>
34
Properties=species:S:1:pos:R:3:lowdin_charge:R:1 method="wB97M-V/def2-TZVPD" homo_lumo_gap_ev=10.30 charge=+1 homo_energy_ev=-13.267
O 0.395 2.844 1.268 -0.048
O -2.778 -0.364 0.525 -0.020
O -2.327 -3.872 1.565 -0.078
O -1.340 -3.814 -1.232 -0.053
O -0.456 0.533 0.439 0.017
O 3.002 -1.080 -1.258 -0.032
O 2.693 2.683 2.581 -0.037
O 1.124 -0.237 -3.827 -0.028
O -1.738 1.182 3.434 -0.048
O 0.388 2.359 -1.803 -0.037
O 0.585 -0.398 -1.495 -0.053
H 3.135 -2.015 -1.599 0.125
H -3.421 -0.833 -0.027 0.091
H 2.927 3.424 2.018 0.056
H 0.406 0.123 -2.375 0.098
H -0.560 2.527 -1.730 0.071
H 1.534 -0.429 -1.216 0.043
H -2.455 -4.185 0.651 0.010
H 3.082 2.687 3.452 0.061
H -1.017 -3.846 -2.137 0.043
H -1.177 -0.110 0.741 0.094
H -0.275 1.471 0.742 0.053
H 0.639 1.557 -1.332 -0.005
H -0.479 -3.760 -0.798 0.040
H 2.032 0.027 -3.630 0.069
H -1.625 -4.492 1.849 0.045
H 0.936 0.342 -4.583 0.092
H -1.721 2.070 3.066 0.028
H -0.901 1.023 3.892 0.048
H 3.906 -0.767 -1.171 0.079
H 1.317 2.530 1.322 0.032
H -3.191 0.451 0.815 0.069
H 0.379 3.301 0.376 0.091
H -0.203 -0.035 -0.552 0.084

***

It is <one> that is most stable; the runner-up trails by 10.2 kcal/mol.